No. 1
{
  "formula": "C4H7NO",
  "method": "ωB97M-V with the def2-TZVPD basis set",
  "elements": ["C", "C", "C", "O", "C", "N", "H", "H", "H", "H", "H", "H", "H"],
  "xyz": [[-0.6603, 0.1938, -1.6240], [-0.2034, 0.8458, -0.2862], [0.6787, -0.0793, 0.6038], [0.6627, 0.1822, 2.2682], [0.0498, -1.2763, 1.0378], [-0.4544, -2.2790, 1.2986], [-1.3077, 0.8921, -2.1793], [0.1798, -0.0539, -2.2849], [-1.2359, -0.7209, -1.4476], [-1.0889, 1.1010, 0.2958], [0.3477, 1.7635, -0.5218], [1.6622, -0.2327, 0.1010], [1.3698, -0.3364, 2.7387]],
  "forces_ev_per_angstrom": [[0.184, -0.088, 0.315], [0.131, -0.030, 0.613], [0.024, 0.042, 1.749], [1.367, 1.628, -1.632], [-0.922, -2.362, -1.844], [0.015, 0.086, 0.064], [0.275, -0.165, 0.361], [-0.082, 0.044, 0.230], [0.124, 0.137, 0.027], [0.023, 0.131, -0.002], [-0.062, -0.161, 0.267], [-0.399, 0.174, 1.085], [-0.677, 0.563, -1.234]],
  "lowdin_charge": [-0.0912, -0.1929, -0.1689, -0.0958, -0.3172, 0.1643, 0.0784, 0.0740, 0.0732, 0.1149, 0.1093, 0.1549, 0.0970],
  "smiles": "CC[C@@H](O)C#N",
  "homo_energy_ev": -10.2,
  "homo_lumo_gap_ev": 10.84
}


No. 2
{
  "formula": "C9H14O",
  "method": "ωB97M-V with the def2-TZVPD basis set",
  "elements": ["C", "C", "C", "C", "C", "C", "C", "O", "H", "H", "H", "H", "H", "H", "H", "H", "C", "C", "H", "H", "H", "H", "H", "H"],
  "xyz": [[2.2917, -2.5572, 0.1195], [1.1599, 0.4393, 1.8990], [1.7534, -0.6802, 1.5808], [-0.0293, 0.6796, 1.1453], [1.3857, -1.5387, 0.5203], [-0.6061, -0.1382, 0.2605], [0.2062, -1.1666, -0.1567], [-0.7592, 1.7185, 1.4454], [1.2916, 1.1916, 2.7169], [2.5846, -1.0910, 2.1293], [-0.3692, 2.2880, 2.2045], [-1.4425, 0.2308, -0.3283], [2.7963, -2.0848, -0.7244], [1.7831, -3.4837, -0.2913], [-0.0592, -1.8153, -0.9607], [3.0437, -2.9277, 0.8291], [-1.6889, 1.8069, -2.9669], [-2.8181, 0.8222, -2.5073], [-0.8839, 1.7650, -2.2818], [-1.2496, 1.3942, -3.7934], [-2.0416, 2.7861, -3.1927], [-3.1361, 0.4164, -3.4639], [-3.6575, 1.3846, -2.0680], [-2.5134, 0.1959, -1.7054]],
  "forces_ev_per_angstrom": [[0.847, -2.934, -2.114], [-3.592, 3.164, -0.056], [2.700, -3.807, -0.311], [1.361, 0.371, 2.580], [-2.888, 3.343, 1.449], [0.708, -0.503, -2.252], [1.375, -2.216, 0.373], [-0.913, 4.603, 2.642], [0.645, -1.139, -0.641], [0.476, 0.404, 0.412], [-0.868, -1.568, -2.014], [0.049, -0.395, 0.576], [0.660, -0.586, -0.212], [0.451, 1.009, 0.389], [-0.494, -0.246, -0.660], [-0.341, 0.511, 0.061], [-1.392, -0.988, 1.926], [-0.273, 2.592, -0.906], [0.720, 0.725, 1.159], [0.935, -0.852, -2.549], [-0.123, 0.756, 0.056], [-0.457, -0.987, 0.585], [0.136, -0.079, -0.327], [0.275, -1.176, -0.167]],
  "lowdin_charge": [-0.0887, -0.0166, -0.0818, -0.3926, -0.3097, -0.0239, -0.0190, 0.0454, 0.1325, 0.1115, 0.1583, 0.0911, 0.0914, 0.1032, 0.1064, 0.0862, -0.1311, -0.1289, 0.0404, 0.0247, 0.0587, 0.0630, 0.0682, 0.0111],
  "smiles": "Cc1ccc(O)cc1.CC",
  "homo_energy_ev": -7.9,
  "homo_lumo_gap_ev": 8.65
}


No. 3
{
  "formula": "C9H28O6V2",
  "method": "ωB97M-V with the def2-TZVPD basis set",
  "elements": ["V", "V", "C", "O", "H", "H", "H", "O", "H", "C", "C", "O", "H", "H", "H", "H", "H", "H", "C", "C", "O", "H", "H", "H", "H", "H", "H", "C", "C", "O", "H", "H", "H", "H", "H", "H", "C", "C", "O", "H", "H", "H", "H", "H", "H"],
  "xyz": [[2.0186, -1.2513, 3.2913], [-0.9569, -2.5326, 3.4025], [-0.0965, -0.4012, 1.0229], [0.2358, -1.2692, 2.1048], [0.3525, -0.7602, 0.0934], [-1.1736, -0.2983, 0.9206], [0.3156, 0.5940, 1.2022], [0.6242, -2.0540, 4.6560], [0.7753, -2.9002, 5.1007], [3.0836, -0.6210, -0.7311], [3.2591, -1.6998, 0.3403], [3.5005, -1.1371, 1.6659], [2.5203, -1.0173, -1.5779], [4.0569, -0.3271, -1.1211], [2.5281, 0.2491, -0.3786], [4.0900, -2.3395, 0.0370], [2.4072, -2.3768, 0.4065], [4.3685, -0.7118, 1.6779], [-4.3083, -0.7849, 1.5027], [-3.4081, -1.9480, 1.1781], [-2.8942, -2.5897, 2.4334], [-4.6501, -0.3243, 0.5769], [-3.7840, -0.0187, 2.0758], [-5.1602, -1.1275, 2.0887], [-2.5207, -1.6820, 0.6137], [-3.9319, -2.7185, 0.6147], [-3.5632, -3.2232, 2.7249], [-0.8785, -0.2538, -3.4823], [-1.4693, 1.0642, -3.0332], [-0.7363, 2.2030, -3.5543], [0.2048, -0.2769, -3.3562], [-1.1283, -0.4810, -4.5175], [-1.2761, -1.0810, -2.8808], [-1.4760, 1.2009, -1.9501], [-2.5076, 1.1608, -3.3658], [-0.8702, 2.2401, -4.5068], [1.2641, 3.1699, 0.3715], [1.8159, 3.3638, -1.0345], [0.7962, 3.8807, -1.8921], [0.3484, 2.5833, 0.3247], [1.1012, 4.1478, 0.8169], [2.0045, 2.6505, 1.0001], [2.1680, 2.4228, -1.4750], [2.6101, 4.1077, -1.0229], [0.3403, 3.1681, -2.3640]],
  "forces_ev_per_angstrom": [[-1.350, 0.016, -1.086], [0.429, 1.679, -1.143], [0.528, 0.237, -0.001], [0.364, -1.053, 1.818], [-0.257, -0.134, -0.020], [0.003, -0.003, -0.047], [-0.099, 0.011, 0.063], [-0.166, -0.854, -1.505], [0.433, 0.378, 0.611], [-0.046, -0.239, 0.178], [-0.093, -0.094, -1.306], [-0.599, -0.218, 0.800], [0.065, -0.167, 0.049], [-0.053, 0.261, 0.082], [0.132, 0.008, 0.128], [0.156, 0.071, 0.454], [-0.188, 0.334, 0.364], [0.005, -0.006, 0.063], [0.324, -0.055, 0.247], [-0.032, -0.040, 0.027], [0.659, -0.135, 0.081], [-0.132, -0.079, -0.013], [0.028, -0.018, -0.005], [-0.129, 0.107, -0.120], [0.019, 0.036, 0.062], [0.033, -0.107, 0.129], [-0.050, 0.076, 0.095], [-0.058, -0.416, 0.389], [0.028, 0.902, -0.609], [-0.298, -0.825, 0.407], [0.022, 0.162, -0.094], [0.122, 0.102, -0.060], [-0.096, 0.099, -0.066], [0.193, -0.098, 0.000], [0.002, -0.157, 0.106], [0.070, 0.112, -0.011], [0.751, -0.136, -0.070], [-1.008, 0.064, -0.674], [0.308, 0.075, 0.394], [-0.164, 0.132, 0.115], [-0.355, -0.055, 0.089], [-0.107, 0.013, -0.020], [0.327, 0.043, 0.220], [0.202, -0.168, -0.042], [0.077, 0.136, -0.079]],
  "lowdin_charge": [1.2385, 1.2211, -0.1499, -0.5105, 0.0820, 0.0662, 0.0662, -0.4421, 0.0262, -0.0541, -0.2276, -0.1619, 0.0899, 0.0935, 0.0571, 0.1320, 0.1119, 0.1329, -0.0504, -0.2009, -0.1830, 0.1011, 0.0866, 0.0934, 0.0907, 0.1341, 0.1207, -0.0867, -0.2811, -0.0910, 0.0666, 0.0816, 0.0664, 0.0997, 0.1169, 0.1052, -0.0946, -0.3029, -0.0799, 0.0500, 0.0818, 0.0600, 0.0970, 0.1157, 0.0315],
  "spin_multiplicity": 7,
  "total_charge": 2,
  "homo_energy_ev": [-13.7, -13.7],
  "homo_lumo_gap_ev": [6.23, 5.85]
}


What are the energy relative to the best compared isomer or geometry (same formula, charge and spin) values for these records? In order: 66.8; 44.1; 0.0 kcal per mole.